DFT (ωB97M-V/def2-TZVPD) results for a gas-phase ion, C8H9ClINP (charge +1) in a non-equilibrium geometry.

Properties
Orbital gap: 8.67 eV
SMILES: Cl[P@@]1(I)=[NH+]CCc2ccccc21
E_tot: -1463.9831 a.u.
Charge: +1
Energy relative to the best compared isomer or geometry (same formula, charge and spin): 0.0562 eV

XYZ file:
```
21
Properties=species:S:1:pos:R:3:lowdin_charge:R:1
C -1.742 -1.019 0.318 -0.001
H -0.447 -3.620 -1.522 0.136
H 1.441 2.240 1.508 0.046
C 0.534 -0.572 -0.377 -0.345
P 1.926 0.627 -0.362 0.169
Cl 2.395 1.219 -2.206 0.418
H -2.735 -0.879 0.706 0.127
H -0.139 2.154 -0.694 0.058
H -1.782 1.498 1.341 0.162
H 1.445 -1.972 -1.509 0.065
H -0.266 3.370 0.684 0.163
H -0.189 1.076 2.036 0.144
I 3.763 -0.164 0.876 0.699
H -2.504 -2.894 -0.413 0.119
C -1.676 -2.206 -0.395 -0.041
C -0.081 2.311 0.303 -0.270
C 0.594 -1.786 -1.032 -0.074
C -0.675 -0.125 0.223 -0.221
N 1.372 2.248 0.521 -0.161
C -0.718 1.122 1.026 -0.161
C -0.518 -2.625 -1.032 -0.030
```